Formula: C3H4Cl2INO
Source: OMol25
Level of theory: ωB97M-V/def2-TZVPD

Last column: Mulliken charge in e.
Atoms and positions in Å:
1 C 1.473 0.775 -0.549  0.416
2 C -1.703 -0.364 0.900  -0.207
3 C 0.479 -0.071 -0.807  -0.376
4 N -0.044 -1.067 0.011  -0.462
5 O -1.258 0.761 1.412  -0.253
6 Cl 2.337 0.696 0.963  -0.227
7 Cl 2.070 1.957 -1.603  -0.171
8 I -2.969 -0.006 -0.710  -0.035
9 H 0.154 -0.075 -1.846  0.349
10 H -0.436 -1.964 -0.564  0.341
11 H 0.441 -1.300 0.808  0.294
12 H -0.544 0.658 1.984  0.331

Summary:
- HOMO energy (hartree) = -0.275
- spin multiplicity = 1
- HOMO-LUMO gap (eV) = 7.85